Here is 9 unconnected molecules or ions with the total composition C39H78BrF2O11P2 at a distorted geometry from the Open Molecules 2025 dataset. Energies are from ωB97M-V/def2-TZVPD.

Output
LUMO energy: 1.6 eV
Molar mass: 902.9 g/mol
DFT total energy: -158285.7658 eV
Gap between HOMO and LUMO: 4.46 eV

The geometry in ORCA input format:
```
! wB97M-V def2-TZVPD RIJCOSX def2/J DEFGRID3
* xyz -1 1
C 5.201 -3.594 0.639
C 4.810 -4.574 -0.472
C 3.355 -5.026 -0.420
Br 3.329 -6.921 -1.030
P 1.904 -3.892 -1.103
C 1.437 -4.955 -2.599
F 2.402 -2.838 0.171
C 0.738 -4.840 0.109
C -0.732 -5.045 -0.278
C -1.807 -4.185 0.432
C -1.460 -3.679 1.819
C -2.589 -2.835 2.366
O -2.467 -2.448 3.744
C -1.268 -1.983 4.169
C -0.516 -0.968 3.349
O -0.822 -2.372 5.226
C 0.431 -2.613 -1.364
C 0.812 -1.264 -1.840
O 0.552 -0.747 -2.904
F 1.403 -0.487 -0.876
P 3.241 -2.695 -2.501
C 4.383 -1.402 -1.888
C 2.866 -2.596 -4.291
H 6.282 -3.469 0.662
H 4.930 -4.071 1.583
H 4.669 -2.651 0.601
H 5.187 -4.301 -1.453
H 5.395 -5.462 -0.217
H 3.141 -5.122 0.640
H 0.882 -5.847 -2.326
H 2.302 -5.197 -3.210
H 0.781 -4.387 -3.264
H 0.840 -4.317 1.058
H 1.142 -5.825 0.336
H -0.910 -4.937 -1.347
H -1.000 -6.086 -0.084
H -2.731 -4.767 0.497
H -2.054 -3.337 -0.210
H -1.237 -4.495 2.510
H -0.547 -3.093 1.751
H -2.770 -1.975 1.723
H -3.500 -3.433 2.328
H 0.258 -1.457 2.760
H -1.126 -0.383 2.664
H 0.009 -0.329 4.053
H -0.363 -2.935 -2.030
H 0.024 -2.424 -0.368
H 4.093 -0.998 -0.921
H 5.400 -1.783 -1.781
H 4.440 -0.570 -2.593
H 1.799 -2.488 -4.486
H 3.219 -3.467 -4.838
H 3.336 -1.707 -4.713
C -4.104 2.154 1.303
C -3.457 0.964 0.645
O -2.622 0.296 1.211
C -3.891 0.640 -0.764
H -3.704 2.275 2.308
H -3.898 3.058 0.733
H -5.184 2.006 1.364
H -3.681 1.485 -1.422
H -4.962 0.432 -0.787
H -3.348 -0.232 -1.121
C -5.698 6.811 -0.263
C -4.323 6.256 0.022
O -4.162 5.338 0.792
C -3.162 6.899 -0.695
H -6.434 6.257 0.315
H -5.742 7.865 0.016
H -5.932 6.710 -1.324
H -3.103 7.957 -0.438
H -3.291 6.804 -1.775
H -2.237 6.409 -0.402
C 2.774 4.327 -3.817
C 2.525 2.845 -3.983
O 2.957 2.247 -4.944
C 1.716 2.161 -2.911
H 3.360 4.696 -4.653
H 1.824 4.861 -3.795
H 3.313 4.517 -2.887
H 0.728 2.625 -2.848
H 2.221 2.265 -1.951
H 1.588 1.097 -3.126
C 2.585 1.665 6.747
C 2.031 0.326 6.314
O 2.466 -0.246 5.342
C 0.907 -0.266 7.124
H 3.376 1.960 6.062
H 1.793 2.417 6.726
H 2.992 1.601 7.757
H 0.051 0.412 7.120
H 1.221 -0.440 8.155
H 0.611 -1.209 6.669
C -10.747 5.910 -0.517
C -9.594 4.952 -0.700
O -8.940 4.935 -1.715
C -9.296 4.018 0.448
H -10.855 6.523 -1.409
H -11.672 5.356 -0.350
H -10.563 6.557 0.342
H -10.163 3.388 0.653
H -9.055 4.590 1.345
H -8.449 3.386 0.191
C 2.670 2.311 3.027
C 1.560 2.990 2.265
O 1.347 4.178 2.371
C 0.724 2.109 1.370
H 3.194 3.046 3.635
H 2.258 1.539 3.677
H 3.378 1.856 2.333
H 0.241 1.326 1.957
H 1.350 1.636 0.614
H -0.039 2.710 0.879
C 1.017 4.586 -7.529
C 1.472 5.996 -7.240
O 1.956 6.296 -6.176
C 1.297 7.013 -8.346
H 1.203 3.956 -6.662
H -0.049 4.576 -7.760
H 1.567 4.183 -8.381
H 0.242 7.100 -8.610
H 1.858 6.704 -9.229
H 1.663 7.980 -8.010
C 4.168 -6.622 4.177
C 4.635 -7.373 2.950
O 4.846 -6.809 1.908
C 4.821 -8.867 3.092
H 4.073 -5.565 3.939
H 3.198 -7.002 4.503
H 4.888 -6.744 4.988
H 3.876 -9.336 3.374
H 5.567 -9.083 3.858
H 5.153 -9.279 2.141
*
```